Density functional theory data (ωB97M-V/def2-TZVPD) for a cluster of 8 separate species, C15H38BNO16S2 in total.

Max |F|, eV/Å: 1.3
Kohn-Sham gap, eV: 10.15
LUMO energy, eV: 0.44
SMILES: CS(=O)(=O)[C@]1(B(O)O)OS(=O)(=O)O[C@]1(O)c1ccccn1.CO.CO.CO.CO.CO.CO.CO

Each atom is followed by the atoms it is bonded to, with distances in Å.
Cartesian coordinates (Å):
1 C -1.54 2.48 1.64  S2 1.750, H22 1.086, H23 1.090, H24 1.087
2 S -0.43 1.22 2.14  C1 1.750, O3 1.435, O4 1.443, C5 1.826
3 O 0.60 1.81 2.94  S2 1.435
4 O -1.22 0.18 2.77  S2 1.443
5 C 0.34 0.42 0.69  S2 1.826, B6 1.656, O9 1.453, C14 1.553
6 B 0.11 -1.19 1.00  C5 1.656, O7 1.362, O8 1.351
7 O 0.81 -1.72 2.04  B6 1.362, H25 0.969
8 O -0.71 -1.95 0.24  B6 1.351, H26 0.964
9 O 1.79 0.57 0.74  C5 1.453, S10 1.594
10 S 2.39 0.06 -0.64  O9 1.594, O11 1.421, O12 1.417, O13 1.582
11 O 2.66 -1.33 -0.57  S10 1.421
12 O 3.42 0.95 -1.04  S10 1.417
13 O 1.08 0.29 -1.50  S10 1.582, C14 1.478
14 C -0.01 0.93 -0.73  C5 1.553, O13 1.478, O15 1.359, C16 1.546
15 O -1.19 0.39 -1.13  C14 1.359, H27 0.965
16 C 0.03 2.45 -1.00  C14 1.546, C17 1.387, N21 1.328
17 C 1.18 3.21 -0.84  C16 1.387, C18 1.385, H28 1.077
18 C 1.13 4.56 -1.12  C17 1.385, C19 1.384, H29 1.081
19 C -0.08 5.11 -1.51  C18 1.384, C20 1.379, H30 1.080
20 C -1.17 4.27 -1.63  C19 1.379, N21 1.330, H31 1.085
21 N -1.14 2.97 -1.38  C16 1.328, C20 1.330
22 H -0.98 3.31 1.22  C1 1.086
23 H -2.01 2.82 2.56  C1 1.090
24 H -2.28 2.13 0.93  C1 1.087
25 H 1.77 -1.61 2.02  O7 0.969
26 H -0.38 -2.86 0.24  O8 0.964
27 H -1.23 0.34 -2.10  O15 0.965
28 H 2.10 2.76 -0.51  C17 1.077
29 H 2.01 5.19 -1.03  C18 1.081
30 H -0.17 6.16 -1.73  C19 1.080
31 H -2.12 4.68 -1.96  C20 1.085
32 C 2.41 -4.08 3.38  O33 1.423, H34 1.086, H35 1.093, H36 1.093
33 O 3.18 -3.08 2.71  C32 1.423, H37 0.963
34 H 1.39 -4.00 3.01  C32 1.086
35 H 2.79 -5.08 3.16  C32 1.093
36 H 2.40 -3.93 4.46  C32 1.093
37 H 4.08 -3.15 3.04  O33 0.963
38 C -2.80 -2.05 -2.25  O39 1.431, H40 1.085, H41 1.093, H42 1.090
39 O -3.45 -0.88 -2.76  C38 1.431, H43 0.961
40 H -2.79 -1.97 -1.17  C38 1.085
41 H -3.34 -2.95 -2.55  C38 1.093
42 H -1.78 -2.10 -2.62  C38 1.090
43 H -3.46 -0.95 -3.72  O39 0.961
44 C 6.61 -5.49 4.07  O45 1.424, H46 1.087, H47 1.093, H48 1.092
45 O 6.01 -4.36 3.44  C44 1.424, H49 0.962
46 H 6.41 -5.41 5.13  C44 1.087
47 H 6.18 -6.42 3.69  C44 1.093
48 H 7.69 -5.50 3.91  C44 1.092
49 H 6.19 -4.41 2.50  O45 0.962
50 C -0.46 -4.67 -4.85  O51 1.422, H52 1.087, H53 1.093, H54 1.093
51 O -0.51 -3.30 -4.49  C50 1.422, H55 0.962
52 H -1.38 -4.90 -5.39  C50 1.087
53 H 0.39 -4.88 -5.51  C50 1.093
54 H -0.39 -5.32 -3.98  C50 1.093
55 H 0.30 -3.09 -4.02  O51 0.962
56 C -3.91 -2.36 3.06  O57 1.417, H58 1.088, H59 1.094, H60 1.094
57 O -2.66 -2.79 2.54  C56 1.417, H61 0.964
58 H -4.64 -3.14 2.84  C56 1.088
59 H -3.87 -2.21 4.14  C56 1.094
60 H -4.24 -1.43 2.59  C56 1.094
61 H -2.02 -2.10 2.74  O57 0.964
62 C -5.23 2.56 1.61  O63 1.428, H64 1.087, H65 1.093, H66 1.092
63 O -4.59 3.83 1.59  C62 1.428, H67 0.961
64 H -4.46 1.80 1.74  C62 1.087
65 H -5.95 2.49 2.43  C62 1.093
66 H -5.75 2.37 0.66  C62 1.092
67 H -5.27 4.50 1.47  O63 0.961
68 C 2.09 6.97 -4.73  O69 1.424, H70 1.087, H71 1.093, H72 1.093
69 O 1.69 6.10 -3.68  C68 1.424, H73 0.962
70 H 1.89 7.99 -4.40  C68 1.087
71 H 3.15 6.88 -4.95  C68 1.093
72 H 1.51 6.79 -5.64  C68 1.093
73 H 1.86 5.20 -3.95  O69 0.962

Density functional theory data (ωB97M-V/def2-TZVPD) for a cluster of 14 separate species, C24H47Cl26O5P in total.

Max |F|, eV/Å: 9.1
Kohn-Sham gap, eV: 9.95
LUMO energy, eV: 0.00

Each atom is followed by the atoms it is bonded to, with distances in Å.
Cartesian coordinates (Å):
1 C -1.06 -1.82 -0.21  C2 1.641, H18 1.193, H19 1.184, H20 1.190
2 C -2.11 -2.04 -1.45  C1 1.641, O3 1.471, H21 1.171, H22 1.194
3 O -1.64 -1.56 -2.76  C2 1.471, P4 1.745
4 P -1.45 0.17 -2.81  O3 1.745, O5 1.612, C6 1.916, O15 1.777
5 O -1.09 0.53 -4.34  P4 1.612
6 C -3.05 1.16 -2.42  P4 1.916, C7 1.639, H23 1.172, H24 1.190
7 C -3.51 1.13 -0.85  C6 1.639, C8 1.668, H25 1.191, H26 1.174
8 C -3.31 2.59 -0.06  C7 1.668, C9 1.642, H27 1.175, H28 1.182
9 C -2.48 2.24 1.31  C8 1.642, C10 1.639, C13 1.655, H29 1.172
10 C -1.91 3.45 2.26  C9 1.639, C11 1.671, H30 1.192, H31 1.170
11 C -1.35 2.47 3.49  C10 1.671, O12 1.500, H32 1.171, H33 1.191
12 O -2.37 1.37 3.62  C11 1.500, C13 1.476
13 C -3.25 1.30 2.44  C9 1.655, O12 1.476, O14 1.357
14 O -4.41 0.61 2.29  C13 1.357
15 O -0.05 0.74 -1.88  P4 1.777, C16 1.498
16 C -0.11 2.24 -1.83  O15 1.498, C17 1.671, H34 1.171, H35 1.171
17 C 1.48 2.72 -1.66  C16 1.671, H36 1.171, H37 1.192, H38 1.193
18 H 0.06 -1.62 -0.56  C1 1.193
19 H -1.04 -2.83 0.41  C1 1.184
20 H -1.38 -0.95 0.54  C1 1.190
21 H -3.19 -1.61 -1.27  C2 1.171
22 H -2.25 -3.22 -1.56  C2 1.194
23 H -3.90 0.83 -3.16  C6 1.172
24 H -2.82 2.30 -2.68  C6 1.190
25 H -4.68 0.91 -0.84  C7 1.191
26 H -3.01 0.29 -0.20  C7 1.174
27 H -2.73 3.36 -0.73  C8 1.175
28 H -4.39 2.95 0.25  C8 1.182
29 H -1.56 1.58 1.02  C9 1.172
30 H -2.89 4.01 2.64  C10 1.192
31 H -1.13 4.06 1.64  C10 1.170
32 H -1.29 3.01 4.53  C11 1.171
33 H -0.38 1.81 3.26  C11 1.191
34 H -0.62 2.50 -0.81  C16 1.171
35 H -0.63 2.69 -2.77  C16 1.171
36 H 1.65 3.84 -1.94  C17 1.171
37 H 2.09 2.03 -2.43  C17 1.192
38 H 1.75 2.46 -0.53  C17 1.193
39 C 4.51 1.88 -4.41  Cl40 1.768, Cl41 1.768, H42 1.093, H43 1.093
40 Cl 4.33 3.64 -4.55  C39 1.768
41 Cl 5.24 1.43 -2.86  C39 1.768
42 H 3.53 1.42 -4.50  C39 1.093
43 H 5.16 1.53 -5.22  C39 1.093
44 C 8.19 3.85 -3.79  Cl45 1.768, Cl46 1.768, H47 1.093, H48 1.093
45 Cl 9.75 3.62 -3.00  C44 1.768
46 Cl 7.77 5.56 -3.90  C44 1.768
47 H 8.23 3.43 -4.80  C44 1.093
48 H 7.42 3.33 -3.21  C44 1.093
49 C 11.16 7.23 -2.71  Cl50 1.768, Cl51 1.768, H52 1.093, H53 1.093
50 Cl 10.98 8.98 -2.84  C49 1.768
51 Cl 11.88 6.78 -1.16  C49 1.768
52 H 10.17 6.76 -2.79  C49 1.093
53 H 11.80 6.88 -3.52  C49 1.093
54 C -5.38 -2.45 0.98  Cl55 1.768, Cl56 1.768, H57 1.093, H58 1.093
55 Cl -4.76 -4.10 1.09  C54 1.768
56 Cl -5.59 -1.95 -0.70  C54 1.768
57 H -6.35 -2.40 1.49  C54 1.093
58 H -4.68 -1.77 1.47  C54 1.093
59 C -9.32 -2.73 -0.16  Cl60 1.768, Cl61 1.768, H62 1.093, H63 1.093
60 Cl -9.50 -0.97 -0.29  C59 1.768
61 Cl -8.59 -3.18 1.39  C59 1.768
62 H -10.30 -3.19 -0.25  C59 1.093
63 H -8.67 -3.08 -0.97  C59 1.093
64 C 2.49 -1.21 1.28  Cl65 1.768, Cl66 1.768, H67 1.093, H68 1.093
65 Cl 1.02 -0.23 1.40  C64 1.768
66 Cl 2.13 -2.92 1.59  C64 1.768
67 H 2.90 -1.12 0.27  C64 1.093
68 H 3.22 -0.86 2.01  C64 1.093
69 C 7.58 -1.64 -3.10  Cl70 1.768, Cl71 1.768, H72 1.093, H73 1.093
70 Cl 8.34 -0.07 -3.39  C69 1.768
71 Cl 7.26 -1.88 -1.38  C69 1.768
72 H 6.64 -1.68 -3.65  C69 1.093
73 H 8.25 -2.43 -3.45  C69 1.093
74 C -3.81 3.11 6.65  Cl75 1.768, Cl76 1.768, H77 1.093, H78 1.093
75 Cl -3.05 4.68 6.36  C74 1.768
76 Cl -4.13 2.86 8.37  C74 1.768
77 H -4.76 3.07 6.10  C74 1.093
78 H -3.14 2.32 6.29  C74 1.093
79 C 4.58 -4.80 -1.11  Cl80 1.768, Cl81 1.768, H82 1.093, H83 1.093
80 Cl 4.44 -3.12 -0.60  C79 1.768
81 Cl 6.14 -5.10 -1.89  C79 1.768
82 H 4.49 -5.45 -0.24  C79 1.093
83 H 3.78 -5.03 -1.82  C79 1.093
84 C -6.31 0.01 8.31  Cl85 1.768, Cl86 1.768, H87 1.093, H88 1.093
85 Cl -5.72 -1.13 9.52  C84 1.768
86 Cl -8.08 -0.01 8.23  C84 1.768
87 H -5.98 1.02 8.57  C84 1.093
88 H -5.91 -0.27 7.33  C84 1.093
89 C -4.57 -7.54 2.98  Cl90 1.768, Cl91 1.768, H92 1.093, H93 1.093
90 Cl -5.00 -9.03 3.84  C89 1.768
91 Cl -3.68 -7.91 1.50  C89 1.768
92 H -5.49 -7.01 2.72  C89 1.093
93 H -3.95 -6.92 3.63  C89 1.093
94 C -1.57 -1.62 -7.27  Cl95 1.768, Cl96 1.768, H97 1.093, H98 1.093
95 Cl -3.19 -2.33 -7.34  C94 1.768
96 Cl -0.41 -2.63 -8.14  C94 1.768
97 H -1.59 -0.63 -7.73  C94 1.093
98 H -1.26 -1.54 -6.23  C94 1.093
99 C 5.03 -3.54 3.82  Cl100 1.768, Cl101 1.768, H102 1.093, H103 1.093
100 Cl 4.85 -1.78 3.69  C99 1.768
101 Cl 5.76 -3.99 5.37  C99 1.768
102 H 4.05 -4.00 3.74  C99 1.093
103 H 5.68 -3.89 3.02  C99 1.093

Q: The lowest LUMO energy belongs to which entry?
A: C24H47Cl26O5P

Q: What is the formula in the first record?
A: C15H38BNO16S2